{"formula": "C12H16Br24O2S", "method": "wB97M-V/def2-TZVPD", "lumo_ev": -1.21, "gap_ev": 8.42, "multiplicity": 1, "total_energy_ev": -1708648.7735, "e_above_lowest_ev": 0.000, "elements": ["C", "Br", "Br", "Br", "H", "C", "Br", "Br", "Br", "H", "C", "Br", "Br", "Br", "H", "C", "Br", "Br", "Br", "H", "C", "Br", "Br", "Br", "H", "C", "Br", "Br", "Br", "H", "C", "Br", "Br", "Br", "H", "C", "Br", "Br", "Br", "H", "C", "C", "C", "S", "O", "O", "C", "H", "H", "H", "H", "H", "H", "H", "H"], "positions_angstrom": [[5.420, 1.086, -0.737], [4.156, 2.426, 0.035], [4.476, -0.045, -2.040], [6.357, -0.037, 0.722], [6.166, 1.624, -1.322], [2.064, -2.045, -3.637], [2.696, -0.992, -5.132], [2.669, -3.943, -3.831], [0.106, -2.120, -3.610], [2.478, -1.804, -2.658], [-5.179, 2.057, 2.636], [-5.849, 3.453, 1.321], [-6.569, 0.762, 3.116], [-4.272, 2.692, 4.327], [-4.414, 1.463, 2.136], [-4.646, -2.044, 0.474], [-6.406, -2.888, 1.003], [-3.642, -1.956, 2.091], [-4.917, -0.230, -0.376], [-4.055, -2.594, -0.258], [0.627, -3.324, 4.084], [1.546, -4.072, 2.512], [-0.013, -1.515, 3.771], [1.695, -3.395, 5.795], [-0.312, -3.872, 4.156], [-2.159, 5.697, -0.185], [-3.787, 6.663, -0.763], [-2.453, 4.724, 1.509], [-0.633, 6.897, 0.170], [-2.002, 4.967, -0.979], [3.918, -4.747, -0.442], [5.214, -5.571, 0.912], [3.751, -2.763, -0.196], [2.209, -5.722, -0.458], [4.373, -4.980, -1.405], [-0.175, 2.185, -3.620], [-0.499, 0.845, -5.081], [-0.823, 3.956, -4.340], [1.710, 2.254, -3.101], [-0.822, 1.838, -2.815], [1.319, -0.181, 0.692], [0.432, -0.491, -0.524], [-0.989, -0.203, -0.210], [-0.917, 1.461, 0.725], [-1.835, 1.474, 1.834], [-0.900, 2.486, -0.325], [0.803, 1.136, 1.321], [2.376, -0.183, 0.426], [1.258, -1.036, 1.365], [0.591, -1.525, -0.832], [0.889, 0.073, -1.336], [-1.473, -0.839, 0.530], [-1.696, -0.222, -1.039], [0.685, 1.117, 2.404], [1.450, 2.002, 1.182]]}

***

{"formula": "C12H16BrN3O2S", "method": "wB97M-V/def2-TZVPD", "lumo_ev": 0.55, "gap_ev": 9.38, "multiplicity": 1, "total_energy_ev": -102146.1125, "e_above_lowest_ev": 0.320, "elements": ["C", "O", "C", "C", "C", "N", "C", "S", "N", "N", "C", "O", "C", "C", "C", "C", "C", "C", "Br", "H", "H", "H", "H", "H", "H", "H", "H", "H", "H", "H", "H", "H", "H", "H", "H"], "positions_angstrom": [[-4.628, 1.138, 3.023], [-4.312, 2.031, 1.985], [-3.496, 1.496, 0.972], [-4.238, 0.531, 0.035], [-3.391, 0.150, -1.179], [-2.220, -0.615, -0.819], [-0.984, -0.087, -0.724], [-0.577, 1.427, -1.263], [-0.049, -0.859, -0.104], [1.291, -0.487, -0.188], [2.226, -1.456, -0.341], [1.930, -2.634, -0.271], [3.605, -0.936, -0.550], [3.834, 0.096, -1.457], [5.118, 0.545, -1.706], [6.193, -0.031, -1.049], [5.985, -1.056, -0.145], [4.698, -1.510, 0.096], [4.459, -2.895, 1.369], [-5.123, 1.727, 3.792], [-3.723, 0.682, 3.442], [-5.306, 0.343, 2.692], [-3.146, 2.359, 0.401], [-2.622, 0.994, 1.416], [-5.149, 1.020, -0.311], [-4.521, -0.374, 0.578], [-3.989, -0.447, -1.874], [-3.045, 1.049, -1.694], [-2.386, -1.507, -0.375], [-0.128, -1.874, -0.056], [1.401, 0.497, -0.427], [3.003, 0.532, -1.990], [5.278, 1.343, -2.415], [7.197, 0.317, -1.239], [6.815, -1.510, 0.375]]}

***

{"formula": "C12H16CaN2O5", "method": "wB97M-V/def2-TZVPD", "lumo_ev": -8.06, "gap_ev": 7.17, "multiplicity": 1, "total_energy_ev": -44345.3851, "total_charge": 2, "elements": ["Ca", "O", "C", "C", "O", "C", "O", "C", "O", "C", "H", "H", "C", "H", "H", "C", "N", "C", "C", "C", "N", "C", "C", "O", "H", "H", "H", "H", "H", "H", "H", "H", "H", "H", "H", "H"], "positions_angstrom": [[-1.849, -0.914, -0.451], [0.804, -3.223, 0.255], [-0.212, -2.711, 0.058], [-3.387, 0.819, -1.502], [-4.069, 1.555, -2.057], [-2.964, -1.325, 1.828], [-3.319, -1.544, 2.899], [-0.552, -1.311, -2.579], [0.312, -1.323, -3.349], [-3.276, -4.094, -1.600], [-2.525, -4.531, -2.271], [-3.343, -4.548, -0.603], [-4.116, -3.134, -2.006], [-4.920, -2.755, -1.361], [-4.095, -2.744, -3.032], [0.910, 1.797, -1.681], [1.362, 2.013, -0.325], [2.707, 2.587, -0.152], [3.179, 2.685, 1.281], [2.689, 1.557, 2.158], [1.376, 0.979, 1.773], [0.826, -0.110, 2.564], [0.812, 1.160, 0.569], [-0.249, 0.489, 0.260], [-0.190, 1.829, -1.730], [1.222, 0.814, -2.069], [1.363, 2.558, -2.337], [3.424, 1.950, -0.708], [2.713, 3.610, -0.551], [2.925, 3.652, 1.739], [4.277, 2.691, 1.270], [2.609, 1.960, 3.176], [3.473, 0.782, 2.185], [1.380, -1.066, 2.431], [0.930, 0.151, 3.637], [-0.228, -0.300, 2.281]]}

***

{"formula": "C12H16ClIN2O2PZr", "method": "wB97M-V/def2-TZVPD", "lumo_ev": -14.20, "gap_ev": 3.40, "multiplicity": 1, "total_energy_ev": -50937.3024, "e_above_lowest_ev": 5.614, "total_charge": 3, "elements": ["C", "C", "H", "H", "H", "O", "I", "Zr", "P", "C", "C", "H", "H", "H", "C", "H", "H", "H", "H", "H", "H", "C", "O", "Cl", "N", "C", "C", "C", "C", "C", "N", "C", "H", "H", "H", "H"], "positions_angstrom": [[1.424, 1.481, 0.782], [0.317, 2.351, 1.314], [2.377, 1.954, 1.055], [1.367, 1.444, -0.315], [1.410, 0.481, 1.237], [-0.227, 3.278, 0.652], [-1.476, 1.421, 2.563], [-0.588, -1.727, -1.434], [-1.309, 0.596, -2.022], [-2.437, 1.792, -1.255], [-0.093, 1.774, -2.706], [-1.843, -0.810, -3.988], [-2.280, 0.915, -4.209], [-3.308, -0.141, -3.201], [-2.275, 0.078, -3.502], [0.810, 1.246, -3.037], [-0.553, 2.292, -3.561], [-2.955, 2.351, -2.049], [-1.864, 2.488, -0.625], [0.158, 2.498, -1.918], [-3.171, 1.261, -0.641], [0.369, 2.482, 2.842], [1.121, 2.933, 3.640], [1.033, -1.761, -3.100], [0.282, -1.482, 5.227], [0.528, -1.806, 4.129], [0.851, -2.217, 2.776], [1.846, -3.163, 2.524], [2.140, -3.509, 1.215], [1.462, -2.905, 0.177], [0.493, -1.963, 0.424], [0.151, -1.667, 1.720], [2.373, -3.616, 3.362], [2.893, -4.259, 0.977], [1.668, -3.111, -0.886], [-0.696, -0.978, 1.834]]}

***

{"formula": "C12H16ClN2O7PSi2", "method": "wB97M-V/def2-TZVPD", "lumo_ev": -0.60, "gap_ev": 8.48, "multiplicity": 1, "total_energy_ev": -67581.5066, "elements": ["O", "Si", "O", "Si", "P", "O", "Cl", "H", "H", "H", "H", "H", "H", "O", "N", "O", "C", "C", "C", "C", "C", "C", "H", "H", "H", "H", "H", "O", "N", "O", "C", "C", "C", "C", "C", "C", "H", "H", "H", "H", "H"], "positions_angstrom": [[-2.271, -1.537, -4.105], [-1.000, -1.399, -3.070], [-1.501, -1.175, -1.530], [-2.793, -0.362, -0.875], [0.374, 0.302, -3.752], [1.224, 0.323, -2.326], [-0.944, 1.886, -3.455], [-2.799, -2.334, -4.060], [-0.132, -2.596, -3.093], [-3.329, 0.619, -1.838], [-3.841, -1.337, -0.515], [-2.292, 0.339, 0.319], [0.930, 0.981, -1.685], [4.828, -4.986, 0.813], [4.276, -4.034, 0.298], [4.803, -3.267, -0.484], [2.860, -3.790, 0.648], [2.250, -4.636, 1.557], [0.924, -4.397, 1.885], [0.243, -3.335, 1.306], [0.879, -2.503, 0.395], [2.205, -2.726, 0.057], [2.809, -5.453, 1.987], [0.425, -5.044, 2.595], [-0.793, -3.153, 1.566], [0.343, -1.681, -0.057], [2.726, -2.096, -0.649], [-3.011, 2.223, 2.171], [-2.182, 2.940, 2.697], [-2.041, 3.079, 3.894], [-1.266, 3.682, 1.801], [-1.418, 3.538, 0.433], [-0.554, 4.233, -0.399], [0.432, 5.048, 0.143], [0.562, 5.173, 1.520], [-0.293, 4.485, 2.367], [-2.193, 2.896, 0.043], [-0.655, 4.137, -1.472], [1.101, 5.590, -0.511], [1.332, 5.807, 1.938], [-0.218, 4.558, 3.442]]}

***

{"formula": "C12H16IN3S3Ti", "method": "wB97M-V/def2-TZVPD", "lumo_ev": [-3.01, -3.17], "gap_ev": [8.11, 8.06], "s2": 0.76, "multiplicity": 2, "total_energy_ev": -80893.0686, "e_above_lowest_ev": 0.000, "total_charge": 1, "elements": ["Ti", "C", "C", "S", "C", "C", "S", "H", "H", "H", "H", "H", "H", "I", "C", "C", "C", "C", "C", "N", "H", "H", "H", "H", "S", "C", "N", "C", "C", "N", "H", "H", "H", "H", "H", "H"], "positions_angstrom": [[1.049, 0.154, 0.785], [1.186, 3.831, 0.802], [1.610, 2.472, 0.291], [0.476, 1.669, -0.801], [2.792, 1.909, 0.699], [3.697, 2.636, 1.665], [3.331, 0.286, 0.277], [0.189, 4.076, 0.446], [1.870, 4.605, 0.449], [1.182, 3.866, 1.892], [3.590, 3.716, 1.593], [4.734, 2.376, 1.460], [3.484, 2.343, 2.695], [1.890, -0.397, 3.825], [-0.170, -0.134, 3.605], [-1.062, -0.288, 4.646], [-2.409, -0.109, 4.369], [-2.806, 0.208, 3.078], [-1.840, 0.338, 2.101], [-0.536, 0.167, 2.361], [-0.716, -0.538, 5.638], [-3.141, -0.221, 5.157], [-3.847, 0.352, 2.831], [-2.088, 0.581, 1.076], [0.101, -1.958, -0.020], [0.659, -2.069, -1.642], [0.123, -2.911, -2.522], [0.750, -2.820, -3.841], [1.841, -1.750, -3.609], [1.649, -1.396, -2.202], [-0.625, -3.536, -2.278], [0.022, -2.509, -4.589], [1.170, -3.779, -4.138], [1.706, -0.878, -4.246], [2.843, -2.146, -3.765], [2.138, -0.650, -1.717]]}

***

{"formula": "C12H16N", "method": "wB97M-V/def2-TZVPD", "lumo_ev": [-4.23, -4.26], "gap_ev": [6.81, 8.00], "multiplicity": 1, "total_energy_ev": -14180.2856, "e_above_lowest_ev": 5.650, "total_charge": 1, "elements": ["C", "C", "C", "C", "C", "C", "C", "C", "C", "C", "C", "C", "N", "H", "H", "H", "H", "H", "H", "H", "H", "H", "H", "H", "H", "H", "H", "H", "H"], "positions_angstrom": [[2.419, 0.226, 2.424], [2.511, -1.085, 1.948], [1.331, 0.976, 2.071], [1.625, -1.351, 0.823], [0.359, 0.614, 1.143], [0.578, -0.523, 0.384], [-0.516, 1.555, 0.625], [-1.380, 0.115, -0.790], [-1.192, 2.760, 0.823], [-1.905, 0.663, -2.065], [-1.101, -2.125, -0.464], [0.475, -0.985, -1.965], [-0.314, -0.883, -0.745], [3.108, 0.579, 3.217], [3.402, -1.798, 2.068], [1.181, 1.983, 2.490], [1.886, -2.200, 0.183], [-2.139, 2.618, 1.376], [-1.438, 3.298, -0.085], [-0.634, 3.498, 1.378], [-2.488, 1.600, -1.786], [-2.629, -0.075, -2.476], [-1.151, 0.850, -2.844], [-0.532, -3.013, -0.423], [-1.528, -2.084, 0.603], [-1.824, -2.200, -1.157], [1.200, -0.122, -1.878], [0.767, -2.037, -2.067], [-0.069, -0.854, -2.812]]}

***

{"formula": "C12H16N", "method": "wB97M-V/def2-TZVPD", "lumo_ev": -5.28, "gap_ev": 6.88, "multiplicity": 1, "total_energy_ev": -14183.7574, "e_above_lowest_ev": 2.178, "total_charge": 1, "elements": ["C", "C", "C", "C", "C", "C", "C", "C", "C", "C", "C", "C", "N", "H", "H", "H", "H", "H", "H", "H", "H", "H", "H", "H", "H", "H", "H", "H", "H"], "positions_angstrom": [[1.044, -2.413, -0.248], [-0.289, -2.072, -0.212], [-2.286, 1.049, 0.305], [-1.300, 1.921, 0.509], [2.004, -1.447, -0.114], [-0.813, -0.896, 0.135], [-2.060, -0.371, 0.158], [0.173, 1.688, 0.256], [0.561, 0.319, 0.648], [-3.183, -1.366, 0.179], [0.396, 1.699, -1.342], [2.980, 0.626, 0.512], [1.804, -0.133, 0.121], [1.291, -3.411, -0.602], [-0.928, -2.910, -0.566], [-3.276, 1.420, 0.453], [-1.605, 2.953, 0.445], [3.047, -1.672, -0.296], [0.715, 2.557, 0.719], [0.578, -0.053, 1.778], [-3.748, -1.253, -0.777], [-3.904, -1.423, 1.028], [-2.661, -2.429, 0.275], [-0.055, 2.599, -1.724], [0.110, 0.825, -1.770], [1.390, 1.847, -1.595], [3.718, 0.352, -0.225], [3.378, 0.282, 1.525], [2.917, 1.711, 0.426]]}